No. 1
{
  "formula": "C5H15NO",
  "method": "wB97M-V/def2-TZVPD",
  "lumo_ha": 0.0354,
  "total_charge": 0,
  "de_lowest_kcal_mol": 25.99,
  "total_energy_ha": -329.4662,
  "max_force_ev_per_a": 2.33,
  "homo_lumo_gap_ev": 9.8,
  "smiles": "CCCNCC.O",
  "e_homo_ev": -8.871,
  "spin_multiplicity": 1,
  "symbols": ["C", "C", "C", "N", "C", "C", "H", "H", "H", "H", "H", "H", "H", "H", "H", "H", "H", "H", "H", "O", "H", "H"],
  "coordinates": [[1.338, -2.047, 1.272], [1.898, -1.023, 0.276], [1.302, 0.354, 0.241], [-0.095, 0.272, -0.123], [-0.916, 1.413, 0.314], [-2.373, 1.169, -0.017], [1.055, -3.029, 0.893], [0.544, -1.606, 1.875], [2.117, -2.119, 2.050], [2.978, -1.016, 0.465], [1.606, -1.432, -0.695], [1.861, 1.150, -0.263], [1.357, 0.760, 1.263], [-0.426, -0.682, -0.072], [-0.836, 1.480, 1.417], [-0.500, 2.326, -0.147], [-3.041, 1.965, 0.283], [-2.472, 1.127, -1.104], [-2.703, 0.176, 0.405], [-0.629, 0.329, -3.071], [-0.478, 0.206, -2.112], [-1.587, 0.227, -3.149]],
  "forces_ev_per_a": [[0.53, 1.19, 1.82], [0.05, -1.01, -1.22], [-0.42, 0.65, 2.20], [0.38, 0.80, -1.32], [0.17, -1.14, 0.78], [-0.08, -0.87, -0.61], [0.12, 0.25, -0.08], [-0.62, -0.17, -0.26], [-0.24, -0.73, -0.26], [-0.22, 0.25, -0.79], [0.96, -0.06, -0.42], [-0.01, -0.58, -0.90], [-0.09, -0.07, 0.47], [-0.57, 0.40, 0.55], [0.14, 0.40, -0.25], [-0.29, -0.35, 0.19], [-0.02, 0.09, 0.46], [-0.10, -0.21, -0.03], [0.19, 1.08, -0.32], [-0.42, -0.14, 0.25], [0.28, 0.19, -0.07], [0.25, 0.03, -0.19]],
  "mulliken_charge": [-1.1435, -0.6144, -0.6612, -0.2995, -0.3777, -1.0498, 0.2657, 0.3679, 0.3399, 0.3971, 0.2568, 0.3908, 0.3253, 0.3501, 0.3638, 0.2622, 0.3832, 0.1742, 0.2587, -0.6973, 0.3895, 0.3182]
}



No. 2
{
  "formula": "C5H15NO",
  "method": "wB97M-V/def2-TZVPD",
  "lumo_ha": 0.0326,
  "total_charge": 0,
  "de_lowest_kcal_mol": 10.30,
  "total_energy_ha": -329.4912,
  "max_force_ev_per_a": 1.13,
  "homo_lumo_gap_ev": 10.7,
  "smiles": "CC(C)[C@@H](C)N.O",
  "e_homo_ev": -9.822,
  "spin_multiplicity": 1,
  "symbols": ["C", "C", "C", "C", "C", "N", "H", "H", "H", "H", "H", "H", "H", "H", "H", "H", "H", "H", "H", "O", "H", "H"],
  "coordinates": [[0.667, 0.421, 1.800], [0.644, -0.665, 0.756], [-0.440, -1.734, 1.060], [0.533, -0.113, -0.677], [0.607, -1.251, -1.694], [-0.661, 0.726, -0.833], [1.526, 1.071, 1.738], [-0.232, 1.039, 1.738], [0.638, 0.046, 2.829], [1.569, -1.234, 0.737], [-0.055, -2.735, 0.898], [-1.360, -1.663, 0.466], [-0.797, -1.634, 2.057], [1.405, 0.529, -0.831], [1.380, -1.987, -1.467], [0.783, -0.876, -2.693], [-0.325, -1.756, -1.776], [-1.448, 0.209, -0.431], [-0.942, 0.728, -1.815], [-0.960, 3.900, -0.828], [-1.405, 4.007, 0.029], [-1.129, 2.973, -1.061]],
  "forces_ev_per_a": [[-0.50, 0.25, 0.78], [-0.54, -0.73, -0.49], [-0.17, 0.35, -0.82], [0.40, -0.16, 0.14], [0.41, 0.35, -0.07], [-0.86, -0.42, -0.38], [0.29, 0.25, -0.25], [0.04, 0.12, -0.25], [0.21, -0.31, -0.20], [0.40, 0.22, 0.29], [0.01, -0.17, 0.08], [0.24, 0.16, -0.22], [-0.03, -0.12, 1.03], [-0.02, 0.10, 0.01], [0.06, 0.09, 0.06], [0.28, 0.27, -0.30], [-0.91, -0.62, 0.23], [0.18, 0.20, 0.22], [0.39, 0.18, 0.00], [-0.43, -0.06, 0.27], [0.26, -0.04, -0.41], [0.31, 0.09, 0.27]],
  "mulliken_charge": [-1.5974, 0.4189, -1.3630, 0.0425, -1.5193, -0.4931, 0.3772, 0.3208, 0.4297, 0.3294, 0.2915, 0.3184, 0.4223, 0.2858, 0.3855, 0.4287, 0.3655, 0.2360, 0.3600, -0.6714, 0.3045, 0.3272]
}



No. 3
{
  "formula": "C5H15NO",
  "method": "wB97M-V/def2-TZVPD",
  "lumo_ha": 0.0285,
  "total_charge": 0,
  "de_lowest_kcal_mol": 35.16,
  "total_energy_ha": -329.4516,
  "max_force_ev_per_a": 2.13,
  "homo_lumo_gap_ev": 9.0,
  "smiles": "CC(C)N(C)C.O",
  "e_homo_ev": -8.237,
  "spin_multiplicity": 1,
  "symbols": ["C", "C", "C", "N", "C", "C", "H", "H", "H", "H", "H", "H", "H", "H", "H", "H", "H", "H", "H", "O", "H", "H"],
  "coordinates": [[-1.280, 0.942, 0.669], [-1.207, 0.182, -0.705], [-1.141, 1.241, -1.815], [0.002, -0.669, -0.795], [-0.027, -1.708, 0.237], [1.290, 0.057, -0.782], [-1.210, 2.022, 0.552], [-0.432, 0.609, 1.268], [-2.217, 0.745, 1.184], [-2.107, -0.430, -0.737], [-1.532, 0.803, -2.739], [-1.754, 2.104, -1.566], [-0.158, 1.679, -1.964], [0.951, -2.115, 0.471], [-0.605, -1.397, 1.112], [-0.626, -2.568, -0.110], [2.048, -0.721, -0.665], [1.402, 0.796, 0.016], [1.468, 0.391, -1.802], [2.630, -0.840, 2.560], [2.729, 0.096, 2.787], [1.775, -1.217, 2.825]],
  "forces_ev_per_a": [[0.25, -0.28, -0.33], [1.27, 1.52, 0.78], [-1.05, -0.38, -0.30], [0.03, -0.22, 0.59], [-1.32, -0.67, -0.66], [-0.41, -1.44, -0.66], [0.10, 0.01, -0.06], [-0.23, 0.19, 0.36], [0.03, -0.11, 0.19], [0.18, -0.21, -0.57], [0.36, 0.25, -0.13], [-0.40, -0.10, 0.00], [0.17, -0.38, 0.00], [0.12, 0.31, 0.18], [0.58, 0.11, 0.48], [0.19, 0.15, -0.23], [0.04, 0.22, 0.33], [0.06, 0.25, -0.22], [0.06, 0.79, 0.26], [0.19, -0.32, -0.20], [-0.63, -0.50, 0.14], [0.41, 0.83, 0.04]],
  "mulliken_charge": [-1.2952, 0.5124, -1.5533, -0.1607, -0.9334, -1.0933, 0.3922, 0.3040, 0.2970, 0.3767, 0.3086, 0.4261, 0.4171, 0.3604, 0.2817, 0.2712, 0.4481, 0.2802, 0.3640, -0.6324, 0.3103, 0.3184]
}